(1)
17
Properties=species:S:1:pos:R:3 method="wB97M-V/def2-TZVPD" lumo_energy_ev=-3.810 fmax_ev_per_a=2.9 de_lowest_kcal_mol=61.4 smiles="C[C@@H](S)/C(N)=N/[NH3+]" charge=+1
C -1.41529 -1.55089 -0.35022
C -1.08380 -0.06159 -0.61658
S -2.39994 1.11585 -0.11017
C 0.15307 0.40595 0.12917
N 0.15184 0.58575 1.46240
N 1.13391 0.41831 -0.69483
N 2.59135 0.76564 -0.41302
H -1.65282 -1.91728 0.60502
H -2.22703 -2.01853 -0.94156
H -0.54823 -2.03662 -0.70388
H -0.82024 0.02618 -1.70524
H -2.95119 0.28802 0.80726
H -0.74102 0.42297 1.99106
H 0.95776 0.89600 2.04566
H 2.78950 1.28930 -1.30797
H 3.32355 0.03757 -0.61903
H 2.73857 1.33338 0.42193

(2)
16
Properties=species:S:1:pos:R:3 method="wB97M-V/def2-TZVPD" lumo_energy_ev=-4.244 fmax_ev_per_a=6.6 de_lowest_kcal_mol=0.0 charge=+1
H -2.34960 0.26636 1.33990
N -1.43646 -0.16634 1.56378
C -0.58555 -0.37133 0.69317
N -0.33844 -0.17123 -0.66679
C -1.13092 0.95820 -1.16468
N 1.00773 -0.12965 -1.16061
C 0.86747 -0.86334 1.67809
F 1.32794 -2.09716 1.38776
F 0.49192 -0.89285 2.91219
F 1.93635 -0.09307 1.44035
H -0.87025 1.22749 -2.16816
H -2.12934 0.67256 -1.10412
H -0.93784 1.89936 -0.64490
H 1.67913 -0.92313 -1.02322
H 0.92005 -0.04670 -2.23047
H 1.54780 0.73082 -0.85229

(3)
62
Properties=species:S:1:pos:R:3 method="wB97M-V/def2-TZVPD" lumo_energy_ev=0.594 fmax_ev_per_a=0.9 de_lowest_kcal_mol=23.6 smiles="CCOC(=O)N1CCN(C(=O)CN(c2ccc(OCc3ccccc3)cc2)S(C)(=O)=O)CC1"
C -6.81718 -2.21745 -0.43555
C -5.73159 -2.74034 0.49413
O -4.71127 -1.76621 0.71279
C -3.76505 -1.68121 -0.24691
O -3.73174 -2.37597 -1.23525
N -2.82375 -0.75066 0.04923
C -1.80988 -0.42144 -0.92409
C -2.04709 0.98665 -1.49044
N -2.15893 1.94618 -0.41395
C -1.41567 3.04963 -0.19109
O -1.58191 3.73502 0.80778
C -0.32132 3.41884 -1.18734
N 0.97980 2.99970 -0.71623
C 1.17441 1.68164 -0.23394
C 0.78114 1.30168 1.04605
C 1.02257 0.01948 1.49273
C 1.66572 -0.91261 0.67388
O 1.83993 -2.14473 1.21440
C 2.47869 -3.14502 0.44745
C 3.93100 -2.86490 0.14207
C 4.52870 -3.44043 -0.97201
C 5.86262 -3.20226 -1.24928
C 6.60820 -2.38019 -0.42090
C 6.01669 -1.80360 0.68953
C 4.68508 -2.04892 0.97363
C 2.06236 -0.52921 -0.60426
C 1.81904 0.75975 -1.04487
S 1.98053 4.17346 -0.08626
C 1.34488 4.63716 1.54566
O 1.85921 5.31128 -0.94946
O 3.26516 3.56369 0.07909
C -3.19601 1.59447 0.54110
C -2.92063 0.20692 1.12583
H -7.23706 -1.29349 -0.04450
H -6.39839 -2.03006 -1.42112
H -7.60747 -2.95710 -0.52429
H -6.13144 -2.95239 1.48789
H -5.27773 -3.64286 0.07316
H -1.85898 -1.16030 -1.72533
H -0.82826 -0.46285 -0.44325
H -1.22540 1.23295 -2.15741
H -2.98527 0.99019 -2.05971
H -0.26758 4.50833 -1.25361
H -0.50076 3.02408 -2.19083
H 0.28130 2.00790 1.69087
H 0.73045 -0.28921 2.48477
H 2.40338 -4.04433 1.06986
H 1.92175 -3.32765 -0.48217
H 3.94557 -4.07731 -1.62271
H 6.31925 -3.65507 -2.11692
H 7.64749 -2.18915 -0.64215
H 6.59232 -1.16050 1.33796
H 4.22386 -1.60104 1.84131
H 2.58040 -1.21607 -1.25350
H 2.14451 1.06600 -2.02622
H 0.26083 4.61774 1.51619
H 1.70274 5.63928 1.74068
H 1.74412 3.93847 2.26776
H -3.20247 2.35334 1.32423
H -4.16414 1.59042 0.02794
H -3.71955 -0.08768 1.80342
H -1.96715 0.21796 1.66414

(4)
80
Properties=species:S:1:pos:R:3 method="wB97M-V/def2-TZVPD" lumo_energy_ev=-0.236 fmax_ev_per_a=5.3 smiles="C[N+](=O)[O-].C[N+](=O)[O-].C[N+](=O)[O-].C[N+](=O)[O-].COC(=O)OC.COC(=O)OC.COC(=O)OC.ClCCCl.ClCCCl"
C 1.29551 4.27991 -1.43893
N 1.15105 5.50814 -2.23256
O 0.82994 6.54969 -1.67572
O 1.51938 5.48118 -3.39212
H 2.04066 4.63576 -0.72744
H 1.62441 3.39115 -1.97746
H 0.31308 4.20477 -0.97279
C -8.15918 -2.22186 1.40720
N -6.82772 -2.73961 1.79792
O -5.98237 -1.92279 2.12809
O -6.68010 -3.93456 1.87304
H -8.72836 -1.59182 2.09070
H -8.94940 -2.95116 1.22894
H -8.03380 -1.63051 0.50017
C -0.53838 -1.82338 0.15622
N 0.51348 -1.49127 1.27599
O 0.42510 -0.36394 1.75852
O 1.34913 -2.35202 1.45187
H 0.00964 -2.06160 -0.75538
H -1.12459 -0.91227 0.03646
H -1.15026 -2.68076 0.43656
C -4.06224 -5.05628 -6.57408
N -3.57121 -4.95793 -5.17689
O -4.45831 -5.01164 -4.32509
O -2.36587 -4.82080 -4.90521
H -3.63221 -4.23000 -7.14015
H -5.15198 -5.04186 -6.59304
H -3.67123 -5.95950 -7.04250
C -7.01852 4.15891 -0.73063
O -5.80879 3.53592 -1.12454
C -5.40815 3.61382 -2.44852
O -5.74506 4.55732 -3.23512
O -4.80415 2.44611 -2.70797
C -4.63563 2.12618 -4.01432
H -6.88040 5.23809 -0.66424
H -7.26051 3.77833 0.26169
H -7.86315 3.93123 -1.38091
H -5.61894 1.86047 -4.40239
H -3.91575 1.31353 -4.11165
H -4.28594 2.96234 -4.61983
C 9.24504 -1.76740 -3.77944
O 8.20848 -2.53074 -3.14490
C 7.65284 -3.60178 -3.77847
O 7.96211 -4.13521 -4.84423
O 6.56365 -4.03549 -3.03270
C 5.69868 -5.01722 -3.56041
H 9.11244 -1.46802 -4.81911
H 10.18457 -2.31828 -3.82273
H 9.59361 -0.92968 -3.17541
H 5.98740 -5.42813 -4.52783
H 4.64486 -4.86305 -3.79239
H 5.66338 -5.76656 -2.76964
C 6.03969 3.08387 3.12420
O 5.11107 4.18770 3.01833
C 5.58295 5.45995 3.19163
O 6.70210 5.72822 3.60477
O 4.61212 6.30590 2.77169
C 4.89986 7.65092 2.77220
H 6.57964 2.86995 2.20182
H 5.40654 2.21248 3.29126
H 6.64957 3.21454 4.01811
H 5.42439 7.92497 3.68755
H 4.06085 8.32732 2.60898
H 5.68585 7.77775 2.02773
Cl -2.86545 4.87051 7.78487
C -1.99445 3.75582 6.63185
C -0.95254 4.49159 5.76877
Cl -1.73797 5.10688 4.28031
H -2.68766 3.17181 6.02647
H -1.49269 3.00349 7.24042
H -0.17750 3.77091 5.50796
H -0.52982 5.24556 6.43281
Cl 0.35570 -8.29681 1.40722
C -0.81100 -8.42093 2.72063
C -0.21596 -7.94491 4.04371
Cl 0.39234 -9.34919 4.82800
H -1.02029 -9.49057 2.70713
H -1.74387 -7.87999 2.56185
H -1.02298 -7.61621 4.69854
H 0.49327 -7.11729 4.05460

(5)
8
Properties=species:S:1:pos:R:3 method="wB97M-V/def2-TZVPD" lumo_energy_ev="-6.130 / -10.794" fmax_ev_per_a=4.0 multiplicity=2 s_squared=0.756 de_lowest_kcal_mol=0.0 charge=+1
O -1.49841 -0.70108 1.94537
H -0.44347 -0.33513 0.19016
H -1.67588 0.03660 2.48364
H -2.29469 -1.20916 2.02527
O 0.55063 -0.50983 -0.02740
C 1.04993 0.27012 -0.99922
O 0.45832 1.19254 -1.58703
H 2.03012 0.03391 -1.35120

(6)
92
Properties=species:S:1:pos:R:3 method="wB97M-V/def2-TZVPD" lumo_energy_ev=-3.344 fmax_ev_per_a=0.6 de_lowest_kcal_mol=13.7 charge=+1
Be -0.23934 0.62355 -0.68420
C 1.34624 -1.82773 -3.36199
C 0.43494 -1.12475 -2.41929
N 0.82458 -0.47812 -1.39207
N 2.14336 -0.14427 -1.16187
C 2.05903 1.12506 -0.80015
O 0.90817 1.74901 -0.72786
C 3.27943 1.86551 -0.43169
C 4.52508 1.24016 -0.44781
C 5.65237 1.94456 -0.06008
C 5.54117 3.27102 0.34268
C 4.30027 3.89410 0.35893
C 3.16872 3.19181 -0.02808
C -0.98863 -0.79985 -2.72064
C -1.77293 -1.43583 -3.66212
C -3.04505 -0.94493 -3.91785
C -3.49952 0.16289 -3.22038
C -2.66553 0.74301 -2.28093
N -1.43659 0.28630 -2.04118
H 2.18897 -2.24768 -2.81863
H 1.74369 -1.10478 -4.08067
H 0.83172 -2.61094 -3.91670
H 4.59158 0.20574 -0.75776
H 6.62103 1.45997 -0.06853
H 6.42654 3.82168 0.63664
H 4.21504 4.92586 0.67550
H 2.19330 3.65978 -0.01991
H -1.39696 -2.31065 -4.17529
H -3.67639 -1.42616 -4.65377
H -4.47744 0.58536 -3.40431
H -2.98117 1.60637 -1.70874
C -4.44454 -2.93361 5.64275
S -2.64617 -3.07109 5.72383
C -2.23230 -1.30547 5.82883
C -2.18153 -0.58171 4.48778
C -1.06414 -1.15926 3.61799
N -0.77711 -0.45269 2.34645
P -1.59927 -0.73754 0.89754
C -3.37420 -0.54905 1.25313
C -4.20537 -1.60096 1.63031
C -5.52446 -1.34793 1.98533
C -6.01842 -0.05008 1.96615
C -5.19419 1.00421 1.59212
C -3.87960 0.75188 1.23373
C -1.45421 -2.50430 0.50956
C -0.55388 -3.36573 1.12608
C -0.41711 -4.67485 0.68065
C -1.17308 -5.13289 -0.38851
C -2.08696 -4.28418 -1.00193
C -2.22518 -2.97979 -0.55480
P 0.24552 0.92253 2.19921
C -0.05866 1.91024 3.69971
C -0.99609 2.93767 3.59355
C -1.34249 3.69737 4.70258
C -0.74051 3.44057 5.92676
C 0.20888 2.43166 6.03888
C 0.55201 1.67175 4.93060
C 1.96568 0.35784 2.42425
C 2.35456 -0.94558 2.13734
C 3.69560 -1.30786 2.16345
C 4.66487 -0.36061 2.45716
C 4.28992 0.95115 2.72179
C 2.95107 1.30817 2.70526
H -4.84001 -3.94736 5.60156
H -4.76254 -2.39040 4.75403
H -4.82565 -2.44279 6.53735
H -1.26218 -1.24841 6.32813
H -2.96577 -0.84017 6.48752
H -2.00802 0.47810 4.66715
H -3.14484 -0.67055 3.98146
H -1.31504 -2.19506 3.38978
H -0.13176 -1.17776 4.19157
H -3.82550 -2.61472 1.66567
H -6.16657 -2.16767 2.28338
H -7.04736 0.14150 2.24333
H -5.57675 2.01719 1.58452
H -3.22666 1.57694 0.96203
H 0.02838 -3.03178 1.97353
H 0.27827 -5.33954 1.17742
H -1.05901 -6.15128 -0.73623
H -2.69930 -4.64311 -1.82039
H -2.96465 -2.33184 -1.01474
H -1.45517 3.14014 2.63152
H -2.07237 4.49207 4.61197
H -1.00289 4.03408 6.79356
H 0.68363 2.23879 6.99327
H 1.29143 0.88503 5.02661
H 1.60644 -1.68072 1.87185
H 3.98262 -2.32903 1.94634
H 5.71064 -0.63891 2.47284
H 5.04360 1.69793 2.93708
H 2.67124 2.33671 2.90572

Copy entry 4 word for word.
80
Properties=species:S:1:pos:R:3 method="wB97M-V/def2-TZVPD" lumo_energy_ev=-0.236 fmax_ev_per_a=5.3 smiles="C[N+](=O)[O-].C[N+](=O)[O-].C[N+](=O)[O-].C[N+](=O)[O-].COC(=O)OC.COC(=O)OC.COC(=O)OC.ClCCCl.ClCCCl"
C 1.29551 4.27991 -1.43893
N 1.15105 5.50814 -2.23256
O 0.82994 6.54969 -1.67572
O 1.51938 5.48118 -3.39212
H 2.04066 4.63576 -0.72744
H 1.62441 3.39115 -1.97746
H 0.31308 4.20477 -0.97279
C -8.15918 -2.22186 1.40720
N -6.82772 -2.73961 1.79792
O -5.98237 -1.92279 2.12809
O -6.68010 -3.93456 1.87304
H -8.72836 -1.59182 2.09070
H -8.94940 -2.95116 1.22894
H -8.03380 -1.63051 0.50017
C -0.53838 -1.82338 0.15622
N 0.51348 -1.49127 1.27599
O 0.42510 -0.36394 1.75852
O 1.34913 -2.35202 1.45187
H 0.00964 -2.06160 -0.75538
H -1.12459 -0.91227 0.03646
H -1.15026 -2.68076 0.43656
C -4.06224 -5.05628 -6.57408
N -3.57121 -4.95793 -5.17689
O -4.45831 -5.01164 -4.32509
O -2.36587 -4.82080 -4.90521
H -3.63221 -4.23000 -7.14015
H -5.15198 -5.04186 -6.59304
H -3.67123 -5.95950 -7.04250
C -7.01852 4.15891 -0.73063
O -5.80879 3.53592 -1.12454
C -5.40815 3.61382 -2.44852
O -5.74506 4.55732 -3.23512
O -4.80415 2.44611 -2.70797
C -4.63563 2.12618 -4.01432
H -6.88040 5.23809 -0.66424
H -7.26051 3.77833 0.26169
H -7.86315 3.93123 -1.38091
H -5.61894 1.86047 -4.40239
H -3.91575 1.31353 -4.11165
H -4.28594 2.96234 -4.61983
C 9.24504 -1.76740 -3.77944
O 8.20848 -2.53074 -3.14490
C 7.65284 -3.60178 -3.77847
O 7.96211 -4.13521 -4.84423
O 6.56365 -4.03549 -3.03270
C 5.69868 -5.01722 -3.56041
H 9.11244 -1.46802 -4.81911
H 10.18457 -2.31828 -3.82273
H 9.59361 -0.92968 -3.17541
H 5.98740 -5.42813 -4.52783
H 4.64486 -4.86305 -3.79239
H 5.66338 -5.76656 -2.76964
C 6.03969 3.08387 3.12420
O 5.11107 4.18770 3.01833
C 5.58295 5.45995 3.19163
O 6.70210 5.72822 3.60477
O 4.61212 6.30590 2.77169
C 4.89986 7.65092 2.77220
H 6.57964 2.86995 2.20182
H 5.40654 2.21248 3.29126
H 6.64957 3.21454 4.01811
H 5.42439 7.92497 3.68755
H 4.06085 8.32732 2.60898
H 5.68585 7.77775 2.02773
Cl -2.86545 4.87051 7.78487
C -1.99445 3.75582 6.63185
C -0.95254 4.49159 5.76877
Cl -1.73797 5.10688 4.28031
H -2.68766 3.17181 6.02647
H -1.49269 3.00349 7.24042
H -0.17750 3.77091 5.50796
H -0.52982 5.24556 6.43281
Cl 0.35570 -8.29681 1.40722
C -0.81100 -8.42093 2.72063
C -0.21596 -7.94491 4.04371
Cl 0.39234 -9.34919 4.82800
H -1.02029 -9.49057 2.70713
H -1.74387 -7.87999 2.56185
H -1.02298 -7.61621 4.69854
H 0.49327 -7.11729 4.05460